Record 1
C19H25F6N3O7PtS2 | wB97M-V/def2-TZVPD

Structure (XYZ):
```
63
Properties=species:S:1:pos:R:3
Pt 0.3364 0.0200 -0.8043
S 2.0020 0.2359 -3.4307
S -0.6832 0.9222 -3.8411
F -2.2944 1.7652 -1.9146
F -2.4385 2.8016 -3.8011
F 1.9541 2.9103 -3.5484
F -0.7729 3.1961 -2.4774
F 3.7183 2.0767 -2.6288
F 3.4630 1.9633 -4.7720
O -1.6210 -0.1469 -3.9448
O 2.7700 -0.4440 -2.4333
O -0.1727 1.5821 -4.9994
O 0.9797 1.9091 -0.3400
O 1.9171 -0.2941 -4.7495
O 0.4789 -0.7957 1.0508
O -0.2267 -1.8004 -1.4261
N 0.5263 0.5540 -2.7999
N -2.1819 0.7440 0.6434
N 1.0739 3.9310 0.5713
C 2.6661 -3.2711 2.4580
C 1.5531 4.5211 -0.6732
C 0.9051 4.8449 1.6934
C -2.4805 -1.0416 3.5206
C 0.2553 2.1183 1.9641
C -2.6117 -0.1103 1.2793
C 0.3715 -2.8359 -1.0664
C -3.0637 -1.2361 2.1162
C 0.7747 2.6341 0.6593
C -2.5217 -2.5305 1.4942
C 1.1855 -1.8956 1.1142
C 1.2134 -2.9107 0.1093
C 0.1048 -4.0419 -1.9145
C 1.9142 -2.1351 2.2989
C -1.5984 2.2464 -2.9273
C 2.8311 1.9083 -3.6082
C 2.7226 -4.2518 1.4599
C -4.5945 -1.2567 2.1575
C 1.9911 -4.0682 0.3161
H 3.2330 -3.4074 3.3711
H -5.0105 -1.3518 1.1547
H -2.7855 -1.8754 4.1546
H -0.2300 -4.8875 -1.3152
H 0.9206 5.3698 -0.9348
H -2.9531 -2.6954 0.5060
H -1.4378 -2.4824 1.3968
H -0.6356 -3.7858 -2.6665
H 1.0529 2.1769 2.7087
H -0.5811 2.7258 2.3075
H 1.5121 3.7847 -1.4661
H 1.4696 5.7484 1.4779
H -1.3907 -1.0142 3.4817
H -2.8399 -0.1153 3.9699
H 1.2880 4.4197 2.6183
H 3.3283 -5.1369 1.5924
H 1.8762 -1.3743 3.0674
H 1.0304 -4.3298 -2.4182
H -4.9874 -0.3455 2.6092
H -0.0513 1.0859 1.8634
H -0.1432 5.1169 1.8327
H 2.5813 4.8646 -0.5492
H -2.7837 -3.3740 2.1350
H -4.9264 -2.1088 2.7525
H 2.0172 -4.8260 -0.4551
```

Summary:
LUMO level ... -0.4 eV
Highest occupied orbital energy ... -8.418 eV
Total energy ... -80133.1030 eV
ΔE to the lowest compared entry with this formula, charge and spin ... 11.5 kJ/mol

Record 2
C19H25INV | wB97M-V/def2-TZVPD

Structure (XYZ):
```
47
Properties=species:S:1:pos:R:3
I 3.0286 1.5983 -2.8050
V 1.2264 0.6127 -1.1415
N 0.1639 -0.4548 -1.6845
C -0.2424 3.4716 -0.9200
C -1.9559 -1.6281 -1.4538
C 0.1907 0.4871 1.5485
C 1.9681 -0.5907 0.2824
C -0.9012 -1.2312 -3.7074
C 2.4705 -2.3742 2.4169
C -0.7305 2.5994 0.2471
C -0.5914 -0.6085 3.5722
C 2.9760 -1.5279 0.2099
C 0.4804 -1.4566 3.6031
C -0.9449 3.5321 1.4515
C 0.1456 -2.8336 -2.0794
C 1.4117 -1.4444 2.5333
C -2.0737 1.9827 -0.1615
C 0.3271 1.5144 0.4882
C -0.6288 -1.5101 -2.2192
C 3.2436 -2.4020 1.2849
C 1.2149 -0.5188 1.4827
C -0.7427 0.3621 2.5566
H -1.3322 2.9959 2.3151
H -0.9490 4.2813 -1.1264
H 0.6079 -2.1691 4.4118
H -2.8269 2.7644 -0.3018
H 0.0441 -1.2543 -4.2520
H 0.2306 -3.1013 -1.0249
H 4.0516 -3.1219 1.2019
H -1.5854 -1.9729 -4.1281
H -2.5691 -0.7399 -1.6121
H -2.5120 -2.5072 -1.7891
H -1.3363 -0.2370 -3.8196
H -1.3312 -0.6591 4.3640
H -2.4387 1.2817 0.5919
H -0.1419 2.8728 -1.8302
H 3.5634 -1.6245 -0.6986
H -0.3563 -3.6400 -2.6201
H -0.0046 4.0079 1.7419
H -1.6626 4.3205 1.2008
H -1.9501 1.4359 -1.0969
H 0.7242 3.9263 -0.6892
H -1.7469 -1.7127 -0.3857
H 1.1521 -2.7004 -2.4782
H 2.6428 -3.0786 3.2249
H 1.2910 2.0341 0.6813
H -1.6003 1.0187 2.6141
```

Summary:
Charge ... -1
LUMO level (spin up / spin down) ... 2.8 / 2.8 eV
Highest occupied orbital energy (spin up / spin down) ... -4.157 / -4.204 eV
Total energy ... -55389.6775 eV
ΔE to the lowest compared entry with this formula, charge and spin ... 0.0 kJ/mol
Multiplicity ... 2

Record 3
C19H25MoN5O5S | wB97M-V/def2-TZVPD

Structure (XYZ):
```
56
Properties=species:S:1:pos:R:3
Mo -0.0153 -1.1039 1.3193
S -1.6333 -0.6708 2.9016
O -0.5929 -2.5505 0.5605
O 1.4701 -2.0077 2.5752
O -2.0750 -3.8140 -0.9087
O -0.1306 -1.6502 -2.2472
O 1.8530 -1.5773 -0.0491
N 1.2172 0.8134 1.0926
N -1.9497 -2.7568 -0.7192
N -1.2204 0.3732 0.3974
N -2.6136 0.2216 0.5213
N -4.1588 -0.2690 2.1322
C 2.4656 0.9941 1.5165
C -3.1243 4.5123 -1.8501
C 2.0981 -1.2994 -1.4379
C 1.2156 -2.0706 -2.3882
C -2.8873 -0.1732 1.7311
C -1.5753 2.5308 -0.6881
C -2.2649 4.8337 -0.8085
C -0.8902 -1.8974 -3.4284
C 1.1470 -2.6538 3.8417
C 3.2636 2.0307 1.0561
C 0.6926 1.6764 0.1970
C 1.4379 2.7107 -0.3324
C 2.4087 -2.7820 0.4795
C 2.7485 2.8855 0.1002
C 2.6718 -2.5429 1.9469
C -2.4539 2.2094 -1.7233
C -3.2149 3.2038 -2.3099
C -0.7588 1.4783 -0.0761
C -1.4789 3.8473 -0.2351
H 0.3645 -2.0706 4.3128
H 2.9356 -3.4782 2.4380
H 1.3076 -3.1537 -2.2382
H 0.9923 3.3709 -1.0628
H -3.7290 5.2853 -2.3055
H 0.8032 -3.6666 3.6399
H -0.8170 4.0992 0.5850
H 3.3490 3.6927 -0.2976
H -0.4695 -1.3612 -4.2817
H 4.2639 2.1528 1.4465
H -4.3776 -0.5576 3.0696
H 3.4753 -1.8240 2.1005
H -0.9174 -2.9666 -3.6625
H -4.8982 0.0889 1.5492
H 2.0375 -2.6580 4.4666
H 1.9270 -0.2300 -1.5558
H 3.3558 -3.0142 -0.0135
H -2.2052 5.8503 -0.4448
H 1.5730 -1.8500 -3.4010
H 3.1485 -1.5124 -1.6493
H -1.8994 -1.5284 -3.2548
H -2.5325 1.1849 -2.0662
H 2.8294 0.2965 2.2573
H 1.7174 -3.6119 0.3238
H -3.8857 2.9601 -3.1224
```

Summary:
Charge ... +2
LUMO level (spin up / spin down) ... -7.7 / -7.7 eV
Highest occupied orbital energy (spin up / spin down) ... -13.889 / -13.919 eV
Total energy ... -50470.5856 eV
ΔE to the lowest compared entry with this formula, charge and spin ... 41.1 kJ/mol